# 1
Computed, not measured: C26H48BrFeI2NO4S as an isolated structure, with the ωB97M-V functional and the def2-TZVPD basis.

Properties
HOMO (spin up / spin down): -0.523 / -0.523 Eh
frontier orbital gap (spin up / spin down): 6.71 / 4.62 eV
strongest force on any atom: 5.37 eV/A
multiplicity: 5
M: 860.3 g mol⁻¹
charge: +2

Geometry as XYZ:
```
84
C26H48BrFeI2NO4S, DFT the ωB97M-V functional and the def2-TZVPD basis
C 5.97 -1.84 2.22
C 5.82 -1.42 0.65
C 4.95 -0.08 0.52
C 5.72 1.15 -0.15
C 5.20 2.58 0.37
C 3.71 2.75 -0.25
C 3.02 4.15 0.12
C 1.82 4.01 1.19
C 0.44 3.51 0.54
C -0.12 2.15 1.22
C 0.50 0.87 0.41
N -0.67 0.03 0.03
C -0.48 -0.78 -1.20
S 1.30 -1.44 -1.00
C -0.38 0.22 -2.42
I 1.47 0.16 -3.62
C -1.29 1.20 -2.83
C -1.03 2.15 -4.10
I -3.12 1.53 -1.72
C -1.57 -1.99 -1.35
C -0.92 -3.34 -0.71
C -1.81 -2.40 -2.91
C -0.61 -2.72 -3.83
O 0.30 -3.54 -3.74
O -0.61 -2.02 -5.10
O -2.89 -1.69 -0.99
C -3.50 -1.74 0.24
C -3.58 -3.13 1.08
C -2.44 -3.22 2.22
C -2.99 -2.79 3.69
Br -1.67 -5.07 2.41
O -3.20 -0.71 1.24
C -4.39 -0.28 1.93
C -5.23 0.86 1.20
C -4.75 2.36 1.53
H 5.22 -2.67 2.43
H 5.73 -0.94 2.88
H 7.05 -2.17 2.37
H 6.86 -1.21 0.25
H 5.33 -2.33 0.14
H 4.02 -0.34 -0.11
H 4.57 0.28 1.54
H 6.86 1.03 0.00
H 5.54 1.09 -1.28
H 5.16 2.52 1.51
H 5.91 3.41 0.02
H 3.84 2.68 -1.38
H 3.09 1.89 0.17
H 2.65 4.71 -0.81
H 3.84 4.81 0.57
H 2.11 3.35 2.08
H 1.65 5.07 1.60
H -0.34 4.32 0.70
H 0.55 3.39 -0.61
H -1.26 2.15 1.20
H 0.24 2.15 2.31
H 1.21 0.39 1.17
H 1.09 1.33 -0.44
H -0.73 -0.68 0.79
H 1.50 -2.51 -1.86
H -0.77 1.57 -5.04
H -0.30 3.00 -3.85
H -2.03 2.68 -4.33
H -0.11 -3.82 -1.33
H -0.51 -3.18 0.34
H -1.79 -4.10 -0.72
H -2.45 -1.54 -3.34
H -2.52 -3.30 -2.87
H -1.47 -2.21 -5.54
H -4.63 -1.54 0.05
H -4.57 -3.15 1.66
H -3.61 -4.05 0.41
H -1.56 -2.51 2.03
H -2.83 -3.62 4.47
H -2.41 -1.88 4.08
H -4.09 -2.50 3.63
H -5.11 -1.11 2.21
H -4.03 0.16 2.94
H -5.33 0.63 0.09
H -6.30 0.78 1.62
H -5.27 3.11 0.85
H -3.61 2.41 1.50
H -5.09 2.57 2.61
Fe -4.24 0.40 -3.62
```



# 2
Computed, not measured: C26H24N5O6PtSSe as an isolated structure, with the ωB97M-V functional and the def2-TZVPD basis.

Properties
HOMO (spin up / spin down): -0.145 / -0.183 Eh
frontier orbital gap (spin up / spin down): 5.41 / 6.43 eV
strongest force on any atom: 0.91 eV/A
multiplicity: 3
M: 808.6 g mol⁻¹
charge: -1
energy relative to the best compared isomer or geometry (same formula, charge and spin): 37.6 kJ/mol

Geometry as XYZ:
```
64
C26H24N5O6PtSSe, DFT the ωB97M-V functional and the def2-TZVPD basis
Pt 0.05 -0.21 0.21
N -3.52 2.32 -7.17
C -2.76 1.82 -6.11
C -1.88 0.76 -6.30
C -1.09 0.30 -5.27
C -1.16 0.91 -4.02
C -2.05 1.96 -3.81
C -2.84 2.41 -4.84
S -0.21 0.28 -2.67
O 0.68 1.32 -2.24
O 0.37 -0.97 -3.12
N -1.28 0.08 -1.44
C -2.22 -0.94 -1.57
N -2.66 -1.50 -0.43
C -3.56 -2.46 -0.54
C -4.05 -2.91 -1.75
C -3.57 -2.24 -2.86
N -2.69 -1.26 -2.79
H -3.66 1.69 -7.94
H -4.35 2.82 -6.91
H -1.83 0.29 -7.28
H -0.42 -0.54 -5.39
H -2.11 2.39 -2.82
H -3.54 3.22 -4.68
H -3.89 -2.90 0.40
H -4.76 -3.72 -1.83
H -3.92 -2.49 -3.86
C 0.93 5.26 5.35
C 0.47 4.11 4.49
C -0.24 4.33 3.32
C -0.72 3.28 2.53
C -1.45 3.58 1.25
C -0.49 1.97 2.96
Se -1.34 0.52 2.01
C 0.29 1.72 4.10
C 0.63 0.31 4.51
C 0.74 2.79 4.85
H 0.70 6.21 4.89
H 2.01 5.21 5.52
H 0.45 5.22 6.33
H -0.43 5.35 3.00
H -1.38 4.64 1.01
H -2.50 3.30 1.32
H -1.02 3.00 0.43
H 0.91 -0.29 3.64
H -0.24 -0.18 4.98
H 1.45 0.31 5.23
H 1.34 2.60 5.74
O 1.85 -0.98 1.29
C 1.87 -2.06 0.64
O 1.02 -2.33 -0.24
C 2.95 -3.06 0.95
C 3.14 -4.14 0.10
C 4.13 -5.07 0.37
C 4.92 -4.90 1.50
C 4.75 -3.82 2.35
C 3.76 -2.90 2.07
N 5.96 -5.89 1.80
O 6.64 -5.73 2.80
O 6.06 -6.85 1.06
H 2.50 -4.24 -0.76
H 4.31 -5.92 -0.27
H 5.38 -3.73 3.22
H 3.59 -2.04 2.71
```



# 3
Computed, not measured: a 5-piece molecular cluster, C25H30BrN5O2 overall, with the ωB97M-V functional and the def2-TZVPD basis.

Properties
structure (SMILES): CO[C@@H](CN)CC(=O)Br.c1ccncc1.c1ccncc1.c1ccncc1.c1ccncc1
HOMO: -0.326 Eh
frontier orbital gap: 9.47 eV
strongest force on any atom: 0.52 eV/A
M: 512.5 g mol⁻¹

Geometry as XYZ:
```
63
C25H30BrN5O2, DFT the ωB97M-V functional and the def2-TZVPD basis
C -3.82 0.18 1.88
O -2.59 0.80 1.54
C -1.91 0.15 0.48
C -2.53 0.43 -0.89
N -3.32 -0.70 -1.39
C -0.48 0.67 0.56
C 0.13 0.68 1.93
O 0.80 1.56 2.35
Br -0.15 -0.86 3.08
H -4.31 -0.24 1.00
H -4.48 0.95 2.30
H -3.67 -0.61 2.62
H -1.92 -0.94 0.65
H -3.15 1.33 -0.76
H -1.74 0.68 -1.60
H -3.12 -0.84 -2.37
H -3.03 -1.55 -0.91
H 0.14 0.10 -0.13
H -0.45 1.71 0.23
N 3.06 0.83 7.37
C 2.31 0.76 6.28
C 2.50 1.55 5.15
C 3.55 2.46 5.17
C 4.34 2.54 6.30
C 4.06 1.71 7.37
H 1.50 0.04 6.31
H 1.85 1.45 4.29
H 3.73 3.10 4.31
H 5.17 3.24 6.35
H 4.67 1.75 8.27
N 3.52 -0.99 -1.21
C 4.24 -0.68 -2.29
C 4.61 0.62 -2.61
C 4.21 1.65 -1.77
C 3.46 1.34 -0.65
C 3.15 0.01 -0.42
H 4.54 -1.50 -2.92
H 5.20 0.82 -3.50
H 4.48 2.68 -1.99
H 3.12 2.11 0.03
H 2.56 -0.27 0.45
N -1.97 1.24 -4.09
C -1.95 2.56 -3.95
C -2.66 3.43 -4.77
C -3.44 2.89 -5.78
C -3.47 1.51 -5.93
C -2.72 0.73 -5.06
H -1.33 2.95 -3.15
H -2.60 4.49 -4.61
H -4.01 3.53 -6.43
H -4.07 1.05 -6.70
H -2.72 -0.35 -5.15
N -1.70 -3.46 -0.68
C -0.51 -3.44 -0.07
C 0.27 -4.57 0.13
C -0.21 -5.79 -0.32
C -1.45 -5.82 -0.95
C -2.15 -4.64 -1.11
H -0.16 -2.47 0.27
H 1.22 -4.49 0.62
H 0.36 -6.69 -0.19
H -1.86 -6.75 -1.32
H -3.12 -4.63 -1.60
```



# 4
Computed, not measured: one molecule with the formula C9H13Br, with the ωB97M-V functional and the def2-TZVPD basis.

Properties
HOMO: -0.291 Eh
frontier orbital gap: 8.57 eV
strongest force on any atom: 4.99 eV/A
M: 201.1 g mol⁻¹
energy relative to the best compared isomer or geometry (same formula, charge and spin): 184.3 kJ/mol

Geometry as XYZ:
```
23
C9H13Br, DFT the ωB97M-V functional and the def2-TZVPD basis
C 0.93 0.86 -1.02
C 1.90 1.69 -1.43
C 0.85 -0.14 1.38
C -0.42 0.57 1.03
C 0.87 -1.30 0.46
C -0.37 1.14 -0.42
C 0.89 -0.66 -0.92
C -1.17 -0.01 -1.27
C -2.45 -0.51 -0.78
Br -0.92 0.33 -3.17
H 2.78 1.21 -1.70
H 1.64 2.71 -1.24
H 1.79 0.42 1.15
H 0.98 -0.56 2.37
H -1.18 -0.22 1.18
H -0.64 1.36 1.71
H 1.74 -2.07 0.54
H -0.09 -1.84 0.52
H -0.69 2.18 -0.44
H 1.43 -1.20 -1.78
H -3.24 -0.61 -1.56
H -2.91 0.09 0.10
H -2.35 -1.57 -0.52
```



# 5
Computed, not measured: an isolated ion of composition C9H11N2O2 and charge +1, with the ωB97M-V functional and the def2-TZVPD basis.

Properties
structure (SMILES): [H]/N=[N+](\C(=O)OC)c1ccc(C)cc1
HOMO (spin up / spin down): -0.489 / -0.489 Eh
frontier orbital gap (spin up / spin down): 7.41 / 7.41 eV
strongest force on any atom: 3.87 eV/A
M: 179.2 g mol⁻¹
charge: +1
energy relative to the best compared isomer or geometry (same formula, charge and spin): 315.4 kJ/mol

Geometry as XYZ:
```
24
C9H11N2O2, DFT the ωB97M-V functional and the def2-TZVPD basis
C -2.17 0.45 0.09
C -1.69 -1.88 0.53
C -0.83 0.56 -0.22
C -0.36 -1.62 0.71
C -2.64 -0.85 0.31
C 0.14 -0.42 0.22
C 2.06 1.12 -0.10
C -4.17 -1.10 0.41
C 4.01 2.07 -1.08
N 2.29 -1.29 0.30
N 1.52 -0.32 0.17
O 1.55 2.10 0.33
O 3.14 0.95 -0.86
H -2.95 1.14 -0.05
H -2.06 -2.94 0.80
H -0.68 1.49 -0.70
H 0.21 -2.47 1.11
H -4.24 -1.99 1.04
H -4.79 -0.22 0.74
H -4.52 -1.08 -0.55
H 5.03 1.98 -0.57
H 3.66 2.99 -0.86
H 4.25 2.26 -2.10
H 3.23 -0.94 0.32
```



# 6
Computed, not measured: a 2-piece molecular cluster, C4H6N2O overall, with the ωB97M-V functional and the def2-TZVPD basis.

Properties
structure (SMILES): [H]/N=C/OC=C.C#N
HOMO: -0.353 Eh
frontier orbital gap: 10.49 eV
strongest force on any atom: 0.97 eV/A
M: 98.1 g mol⁻¹
energy relative to the best compared isomer or geometry (same formula, charge and spin): 257.4 kJ/mol

Geometry as XYZ:
```
13
C4H6N2O, DFT the ωB97M-V functional and the def2-TZVPD basis
N -0.41 0.64 -2.35
C 0.69 1.12 -1.96
O 1.15 1.00 -0.70
C 0.34 0.45 0.27
C 0.87 0.04 1.41
C -1.65 -1.95 1.85
N -1.28 -2.70 2.65
H -0.55 0.85 -3.33
H 1.41 1.68 -2.54
H -0.71 0.43 0.01
H -1.98 -1.25 1.11
H 1.94 0.06 1.57
H 0.24 -0.32 2.21
```



Which of these has the lowest M?
C4H6N2O